(1)
Formula: C24H49N2O5S
Source: the OMol25 dataset
Level of theory: ωB97M-V/def2-TZVPD

Structure (XYZ):
```
81
Properties=species:S:1:pos:R:3:lowdin_charge:R:1
C -0.312 -1.280 0.989 -0.114
C 0.731 -1.899 -0.045 -0.245
C 2.216 -2.068 0.534 -0.207
C 2.833 -0.713 1.108 -0.217
C 3.551 -0.877 2.527 -0.216
C 2.526 -1.175 3.720 -0.265
S 2.709 -2.842 4.481 0.539
O 4.109 -3.145 4.941 -0.436
O 2.106 -3.908 3.575 -0.450
O 1.761 -2.795 5.818 -0.530
H 0.150 -0.597 1.767 0.035
H -1.094 -0.642 0.448 0.063
H -0.819 -2.159 1.510 0.085
H 0.825 -1.211 -0.949 0.082
H 0.386 -2.930 -0.374 0.102
H 2.309 -2.926 1.284 0.100
H 2.855 -2.396 -0.361 0.099
H 2.046 0.113 1.107 0.082
H 3.646 -0.378 0.373 0.100
H 3.998 0.153 2.759 0.100
H 4.425 -1.602 2.491 0.113
H 2.651 -0.418 4.566 0.093
H 1.453 -1.051 3.367 0.080
C -1.453 3.748 5.205 -0.041
C -0.115 3.092 4.772 -0.470
C 1.038 4.124 4.783 -0.138
C 1.051 5.076 3.594 -0.189
C 0.947 4.308 2.283 -0.139
C -0.271 3.366 2.251 -0.481
N -0.312 2.457 3.434 -0.045
O 0.647 1.529 3.274 -0.017
C -1.559 4.220 2.170 -0.047
C -0.271 2.584 0.919 -0.039
C 0.192 2.070 5.895 -0.037
H -2.301 3.345 4.648 0.081
H -1.684 3.556 6.256 0.076
H -1.445 4.834 5.084 0.070
H 1.999 3.596 4.798 0.124
H 1.000 4.707 5.709 0.123
H 0.239 5.806 3.680 0.100
H 1.979 5.656 3.603 0.111
H 0.895 5.018 1.450 0.121
H 1.869 3.735 2.132 0.126
H -2.450 3.586 2.179 0.090
H -1.578 4.794 1.238 0.085
H -1.655 4.954 2.966 0.054
H 0.640 2.000 0.772 0.068
H -0.340 3.269 0.069 0.084
H -1.124 1.903 0.864 0.083
H -0.568 1.286 5.932 0.098
H 0.206 2.566 6.869 0.085
H 1.169 1.597 5.777 0.076
C -1.425 -4.249 -5.966 -0.039
C -2.064 -3.400 -4.834 -0.474
C -3.198 -2.503 -5.385 -0.140
C -2.722 -1.262 -6.128 -0.188
C -1.698 -0.494 -5.303 -0.140
C -0.522 -1.382 -4.855 -0.486
N -0.982 -2.620 -4.161 -0.053
O -1.424 -2.269 -2.940 -0.013
C 0.336 -1.733 -6.094 -0.046
C 0.437 -0.547 -3.977 -0.044
C -2.734 -4.443 -3.906 -0.049
H -0.348 -4.364 -5.828 0.082
H -1.820 -5.267 -5.990 0.076
H -1.603 -3.825 -6.957 0.072
H -3.835 -2.172 -4.557 0.122
H -3.843 -3.092 -6.046 0.123
H -2.305 -1.537 -7.103 0.101
H -3.578 -0.614 -6.339 0.112
H -1.327 0.356 -5.884 0.122
H -2.197 -0.064 -4.427 0.126
H 1.164 -2.392 -5.823 0.091
H 0.769 -0.826 -6.528 0.087
H -0.222 -2.203 -6.901 0.054
H -0.055 -0.129 -3.096 0.074
H 0.836 0.300 -4.540 0.084
H 1.285 -1.149 -3.641 0.090
H -1.989 -5.102 -3.451 0.093
H -3.428 -5.069 -4.473 0.083
H -3.319 -3.981 -3.108 0.077
```

Properties
total charge = -1
multiplicity = 3
expectation value of S² = 2.01
LUMO energy (alpha / beta) = 2.054 / 1.527 eV



(2)
Formula: C24H49NO9P
Source: the OMol25 dataset
Level of theory: ωB97M-V/def2-TZVPD

Structure (XYZ):
```
84
Properties=species:S:1:pos:R:3:lowdin_charge:R:1
C 0.734 5.752 -3.876 -0.104
C -0.701 6.189 -3.540 -0.247
C -1.333 5.417 -2.380 -0.222
C -0.490 5.367 -1.115 -0.212
C -0.877 4.123 -0.310 -0.202
C -0.080 4.015 1.010 -0.173
C 0.740 2.730 1.119 -0.149
C -0.042 1.541 1.717 -0.062
N 0.348 0.280 1.026 0.044
C 1.355 -0.360 1.453 0.079
C 1.612 -1.551 0.565 -0.189
C 3.067 -2.024 0.540 -0.165
O 3.169 -2.971 1.591 -0.086
C 4.291 -3.830 1.480 -0.239
O 3.898 -5.136 1.248 -0.075
C 3.745 -5.927 2.411 -0.199
C 3.794 -7.385 2.064 -0.244
O 2.867 -7.728 1.054 -0.050
C 0.977 -1.040 -0.738 -0.173
P 2.185 0.052 -1.555 0.456
O 2.943 0.905 -0.634 -0.233
O 3.129 -0.977 -2.291 -0.082
O 1.529 0.931 -2.711 -0.099
C -0.270 -0.377 -0.154 -0.281
C -1.139 0.481 -1.061 -0.122
O -2.056 1.270 -0.326 -0.112
C -3.427 1.051 -0.665 -0.229
O -4.230 1.534 0.345 -0.058
C -4.610 0.576 1.328 -0.169
C -4.062 0.863 2.703 -0.210
O -4.293 -0.331 3.466 -0.068
C -1.264 -1.452 0.437 -0.073
C -1.302 -2.818 -0.250 -0.398
C -1.803 -2.790 -1.693 -0.063
C -2.262 -3.724 0.560 -0.038
H 0.985 4.824 -3.369 0.050
H 0.859 5.596 -4.939 0.067
H 1.450 6.511 -3.588 0.072
H -0.761 7.263 -3.408 0.104
H -1.294 5.972 -4.423 0.098
H -2.285 5.891 -2.156 0.114
H -1.558 4.418 -2.747 0.106
H -0.658 6.252 -0.509 0.122
H 0.571 5.294 -1.341 0.101
H -1.937 4.186 -0.088 0.118
H -0.640 3.271 -0.933 0.079
H -0.718 4.172 1.874 0.115
H 0.610 4.854 1.006 0.108
H 1.643 2.911 1.695 0.120
H 1.074 2.477 0.120 0.085
H -1.104 1.715 1.679 0.105
H 0.283 1.450 2.745 0.131
H 1.934 -0.044 2.297 0.179
H 1.098 -2.387 1.035 0.160
H 3.741 -1.181 0.676 0.132
H 3.267 -2.527 -0.402 0.128
H 4.960 -3.537 0.674 0.141
H 4.854 -3.746 2.407 0.136
H 2.771 -5.737 2.869 0.131
H 4.500 -5.736 3.176 0.128
H 3.527 -7.962 2.941 0.124
H 4.801 -7.697 1.782 0.125
H 3.256 -7.534 0.192 0.091
H 0.802 -1.823 -1.465 0.136
H 3.872 -0.465 -2.660 0.122
H 1.495 1.839 -2.353 0.092
H -1.678 -0.128 -1.775 0.129
H -0.523 1.148 -1.660 0.106
H -3.639 0.004 -0.895 0.129
H -3.667 1.639 -1.551 0.149
H -4.356 -0.451 1.076 0.114
H -5.693 0.613 1.406 0.137
H -4.573 1.681 3.207 0.125
H -2.993 1.069 2.710 0.103
H -3.577 -0.431 4.110 0.090
H -2.279 -1.082 0.468 0.100
H -0.983 -1.639 1.470 0.131
H -0.341 -3.322 -0.242 0.123
H -1.178 -2.204 -2.358 0.067
H -2.845 -2.497 -1.777 0.090
H -1.743 -3.803 -2.076 0.089
H -1.733 -4.252 1.346 0.085
H -2.735 -4.434 -0.100 0.080
H -3.004 -3.088 1.038 0.078
```

Properties
total charge = +1
multiplicity = 1
LUMO energy = -3.350 eV
structure (SMILES) = CCCCCCCC[N+]1=C[C@H](COCOCCO)[C@H](P(=O)(O)O)[C@@]1(COCOCCO)CC(C)C



(3)
Formula: C24H50ClNO3P2ReSi2
Source: the OMol25 dataset
Level of theory: ωB97M-V/def2-TZVPD

Structure (XYZ):
```
84
Properties=species:S:1:pos:R:3:lowdin_charge:R:1
Re 0.216 -0.344 -0.002 1.310
C -0.566 -0.277 -2.569 -0.145
C 0.838 -0.206 -2.439 -0.315
C 1.251 -1.356 -1.643 -0.282
Si 1.842 1.195 -3.230 0.535
C 0.066 -2.102 -1.307 -0.280
C -1.074 -1.408 -1.895 -0.313
Si -2.929 -1.801 -1.871 0.535
H -1.178 0.450 -3.116 0.109
H 2.275 -1.705 -1.519 0.114
H 0.047 -3.104 -0.882 0.114
Cl 2.094 -1.007 5.173 -0.777
C -3.780 -0.829 -3.229 -0.175
C -3.270 -3.630 -2.073 -0.164
C 0.785 2.048 -4.522 -0.174
C 3.438 0.585 -3.991 -0.163
H -3.231 -3.872 -3.144 0.040
H -4.280 -3.855 -1.708 0.042
H -2.551 -4.268 -1.548 0.028
H -3.677 0.251 -3.065 0.036
H -4.846 -1.087 -3.236 0.042
H -3.352 -1.077 -4.209 0.041
H 3.209 0.151 -4.975 0.040
H 3.946 -0.174 -3.387 0.028
H 4.117 1.434 -4.142 0.042
H 0.462 1.334 -5.291 0.041
H 1.376 2.837 -5.001 0.042
H -0.106 2.498 -4.066 0.036
C -3.499 -1.114 -0.192 -0.384
C 2.116 2.402 -1.788 -0.382
P -2.156 -1.237 1.053 1.029
H -4.452 -1.582 0.108 0.051
H -3.693 -0.043 -0.347 0.061
P 2.228 1.500 -0.197 1.032
H 1.217 3.034 -1.736 0.062
H 2.972 3.064 -2.000 0.051
C 2.559 2.842 1.076 -0.496
C 3.918 0.664 -0.340 -0.532
C -2.108 -3.103 1.373 -0.529
C -2.913 -0.569 2.632 -0.497
C -2.429 0.839 2.886 -0.156
H -2.475 -1.183 3.435 0.118
C -4.430 -0.544 2.720 -0.111
H -4.855 0.181 2.016 0.082
H -4.722 -0.238 3.734 0.094
H -4.862 -1.528 2.531 0.054
H -1.343 0.769 2.847 0.037
H -2.636 1.214 3.896 0.108
H -2.844 1.561 2.175 0.082
H -1.879 -3.502 0.369 0.062
C -3.422 -3.734 1.852 -0.108
C -0.955 -3.455 2.318 -0.106
H -4.285 -3.480 1.223 0.060
H -3.645 -3.472 2.896 0.085
H -3.309 -4.830 1.812 0.086
H 0.016 -3.259 1.849 0.058
H -1.009 -4.527 2.555 0.087
H -1.003 -2.889 3.260 0.084
H 3.789 0.038 -1.239 0.063
C 4.166 -0.247 0.867 -0.105
C 5.106 1.606 -0.574 -0.108
H 4.955 2.301 -1.409 0.061
H 5.984 0.990 -0.825 0.086
H 5.363 2.176 0.330 0.085
H 3.459 -1.085 0.881 0.058
H 4.079 0.293 1.821 0.084
H 5.182 -0.658 0.793 0.087
C 1.296 3.172 1.840 -0.160
C 3.094 4.163 0.577 -0.114
H 3.221 2.368 1.815 0.118
H 2.348 4.687 -0.032 0.083
H 4.008 4.026 0.004 0.054
H 3.321 4.795 1.445 0.097
H 0.634 3.752 1.193 0.087
H 1.404 3.758 2.767 0.113
H 1.044 2.186 2.247 0.056
C 0.916 -0.629 1.897 -0.333
H 1.479 -1.552 1.871 -0.002
H 1.587 0.107 2.355 -0.008
H 0.221 -0.735 2.738 -0.005
O -1.706 3.464 1.330 0.079
N -1.016 2.761 2.042 -0.325
O -0.795 2.720 3.269 0.036
O -0.368 1.079 0.862 -0.560
```

Properties
multiplicity = 4
expectation value of S² = 3.80
LUMO energy (alpha / beta) = -1.111 / -1.578 eV
ΔE to the lowest compared entry with this formula, charge and spin = 46.0 kcal per mole



Calculated DFT total energy in order - -1827.61066, -2016.92347, -3024.87320 Ha